[1]
# C10H10Br2Os

A molecular structure, C10H10Br2Os at a distorted geometry (ωB97M-V/def2-TZVPD, the OMol25 dataset).

Its spin multiplicity is 5.

Geometry as XYZ:
```
23
C10H10Br2Os ωB97M-V/def2-TZVPD
C -0.002 0.941 -1.858
C -0.689 2.184 -2.020
C 0.215 3.250 -1.734
H -1.741 2.287 -2.306
C 1.485 2.661 -1.420
C 1.349 1.237 -1.493
H 2.128 0.503 -1.302
H -0.416 -0.054 -1.987
H -0.003 4.312 -1.785
H 2.401 3.197 -1.196
Os 0.037 2.064 -0.059
Br -2.065 1.371 0.975
C -0.392 -2.158 2.603
C 0.756 -2.513 1.827
C 0.327 -2.863 0.491
H 1.759 -2.671 2.219
C -1.102 -2.760 0.456
C -1.537 -2.326 1.753
H -2.585 -2.326 2.101
H -0.395 -1.743 3.601
H 0.979 -3.043 -0.365
H -1.715 -2.863 -0.433
Br 1.207 1.313 1.930
```

[2]
# C8H20O4

5 unconnected molecules or ions with the total composition C8H20O4 at a distorted geometry (ωB97M-V/def2-TZVPD, the OMol25 dataset).

Its charge is +1. Its spin multiplicity is 2. For the energy relative to the best compared isomer or geometry (same formula, charge and spin), the calculation gives 217.39 kJ/mol.

Geometry as XYZ:
```
32
C8H20O4 ωB97M-V/def2-TZVPD
C -2.617 0.781 0.162
C -1.398 1.154 -0.530
C -1.343 1.829 -1.688
C 0.111 0.987 1.366
C -0.163 0.764 0.076
C 0.801 0.279 -0.961
C 1.946 0.632 -1.446
C 1.337 0.482 1.955
H -2.431 0.414 1.197
H -3.573 1.360 0.270
H -2.919 -0.147 -0.450
H -0.384 2.166 -2.042
H -2.219 2.251 -2.174
H -0.560 1.624 1.966
H 0.296 -0.694 -1.518
H 2.706 1.351 -1.241
H 2.276 0.137 -2.361
H 2.202 0.623 1.349
H 1.662 0.909 2.916
H 1.379 -0.539 2.107
H 1.082 3.069 1.580
H 2.331 2.644 0.718
O 1.824 3.373 1.027
H -0.863 -3.339 -0.949
H -0.035 -3.669 0.249
O -0.013 -3.685 -0.797
H -2.634 -1.777 -1.689
H -3.149 -2.279 -0.202
O -2.507 -2.229 -0.829
H 1.869 -2.990 0.068
H 2.383 -2.816 1.358
O 2.603 -2.665 0.513
```

Let's list M in order: 480.2 180.2 g/mol.
Let's list DFT total energy in order: -5625.603044 -617.320075 hartree.